{"formula": "C11H12Br4N8O4SSn", "method": "the ωB97M-V functional and the def2-TZVPD basis", "elements": ["Sn", "Br", "C", "C", "Br", "C", "Br", "C", "O", "C", "O", "C", "Br", "N", "N", "C", "N", "N", "N", "O", "O", "H", "H", "H", "H", "H", "C", "C", "C", "N", "N", "C", "N", "S", "H", "H", "H", "H", "H", "H", "H"], "positions_angstrom": [[-0.61551, 0.01920, -0.96809], [-6.73850, 1.00986, 3.25940], [-5.22650, 1.24156, 2.22474], [-4.61573, 2.62405, 2.13241], [-5.41183, 4.00518, 3.06424], [-3.52538, 2.87454, 1.38743], [-2.73368, 4.55867, 1.21862], [-2.90958, 1.79562, 0.64105], [-1.97548, 1.95081, -0.12664], [-3.49552, 0.36525, 0.79556], [-2.91240, -0.53204, 0.22602], [-4.70268, 0.18827, 1.57867], [-5.40101, -1.54092, 1.64430], [-0.04286, -3.15152, -1.60667], [0.48791, -3.70250, -0.44195], [0.57048, -2.98296, 0.68712], [1.04415, -3.56593, 1.77430], [0.16802, -1.69941, 0.59728], [0.14375, -0.90282, 1.68587], [0.47228, -1.21735, 2.81386], [-0.27199, 0.25004, 1.39485], [-0.90980, -3.61774, -1.82865], [0.60879, -3.29553, -2.36295], [0.72289, -4.67896, -0.41455], [1.33597, -4.52880, 1.77444], [1.07629, -3.04239, 2.62765], [4.24675, -0.62510, -2.94685], [4.18355, -0.20621, -1.46829], [3.11847, 0.82474, -1.22617], [1.85825, 0.57583, -1.12829], [1.07490, 1.70978, -0.95972], [1.76320, 2.81944, -0.91861], [1.22316, 4.03648, -0.75627], [3.45877, 2.52444, -1.10440], [5.03877, -1.36071, -3.09305], [4.46176, 0.23079, -3.59092], [3.29989, -1.06288, -3.26669], [5.14969, 0.18873, -1.15508], [3.96217, -1.06699, -0.83666], [0.22978, 4.12310, -0.62307], [1.78879, 4.86439, -0.70423]], "mulliken_charge": [1.086, -0.032, 0.418, 0.394, -0.025, -0.410, -0.056, 0.642, -0.489, 0.747, -0.495, -0.443, -0.028, -0.483, -0.155, 0.591, -0.313, -0.226, 1.265, -0.690, -0.636, 0.264, 0.272, 0.153, 0.183, 0.195, -1.008, -0.480, 0.173, -0.157, -0.119, 0.454, -0.371, -0.126, 0.355, 0.331, 0.269, 0.382, 0.207, 0.148, 0.211], "e_above_lowest_kj_mol": 9.9, "charge": 2, "e_lumo_ev": -7.79}

{"formula": "C11H12N", "method": "the ωB97M-V functional and the def2-TZVPD basis", "elements": ["C", "C", "C", "C", "C", "C", "C", "C", "C", "C", "C", "N", "H", "H", "H", "H", "H", "H", "H", "H", "H", "H", "H", "H"], "positions_angstrom": [[1.83707, -2.82686, -0.01870], [0.83500, -3.10643, -1.01339], [2.03438, -1.54724, 0.28777], [-0.03886, -2.17801, -1.49531], [1.13838, -0.56156, -0.22653], [-0.03153, -0.89691, -0.92534], [0.01122, 1.42964, -0.72480], [2.16454, 1.71559, 0.48552], [-2.32931, 1.01840, 1.46508], [1.22329, 0.96155, -0.04975], [-0.69326, 0.43261, -1.36811], [-3.04770, 2.07664, 1.11699], [2.40647, -3.67209, 0.29892], [0.73586, -4.06497, -1.40110], [2.93678, -1.10787, 0.62731], [-0.55582, -2.36634, -2.36185], [-2.51975, 0.03868, 1.10780], [-0.33075, 2.55151, -0.54106], [1.95098, 2.74810, 0.42304], [3.16254, 1.18589, 0.62450], [-1.55463, 1.06911, 2.24532], [-1.45907, 0.57908, -2.12736], [-3.89859, 2.15205, 0.58148], [-2.73303, 2.97297, 1.57556]], "mulliken_charge": [-0.697, -0.387, -0.267, -0.650, 0.485, 0.547, -0.346, -0.926, -0.109, 0.513, -1.102, -0.178, 0.428, 0.426, 0.228, 0.461, 0.330, 0.357, 0.353, 0.218, 0.270, 0.443, 0.287, 0.316], "e_above_lowest_kj_mol": 283.1, "charge": 1, "e_lumo_ev": -5.60}

{"formula": "C11H12N2O", "method": "the ωB97M-V functional and the def2-TZVPD basis", "elements": ["C", "C", "N", "C", "C", "O", "C", "N", "C", "C", "C", "C", "C", "C", "H", "H", "H", "H", "H", "H", "H", "H", "H", "H", "H", "H"], "positions_angstrom": [[0.08668, 0.25302, -2.82193], [0.82522, 0.56016, -1.80437], [1.62509, 1.00043, -0.99754], [1.45301, 0.71650, 0.42972], [2.21788, 1.72055, 1.25983], [1.94308, -0.61147, 0.63213], [0.88319, -1.44630, 0.38402], [1.17676, -2.77547, 0.19627], [-0.29615, -0.78502, 0.29985], [-1.68341, -1.30988, 0.10299], [-2.68712, -0.19699, 0.20779], [-2.37594, 1.06998, 0.49503], [-1.01805, 1.51625, 0.68893], [-0.04275, 0.59794, 0.58952], [0.20011, -0.68326, -3.33336], [-0.70018, 0.91005, -3.14369], [1.85128, 2.71652, 1.03247], [3.27648, 1.66248, 1.01343], [2.08022, 1.50901, 2.31711], [0.45995, -3.41006, 0.51767], [2.11252, -3.02991, 0.47415], [-1.92267, -2.07981, 0.85282], [-1.77437, -1.79704, -0.87859], [-3.71627, -0.48136, 0.04023], [-3.15473, 1.81536, 0.56825], [-0.81980, 2.55833, 0.87728]], "mulliken_charge": [-1.113, 0.930, -0.632, 1.438, -1.642, -0.429, 0.015, -0.492, -0.047, -0.502, -0.905, -0.359, -0.583, 0.379, 0.276, 0.260, 0.328, 0.418, 0.344, 0.259, 0.281, 0.343, 0.275, 0.408, 0.388, 0.363], "smiles": "C=C=N[C@]1(C)OC(N)=C2CC=CC=C21", "e_above_lowest_kj_mol": 303.9, "charge": 0, "e_lumo_ev": 0.77}

{"formula": "C11H12N2PPb", "method": "the ωB97M-V functional and the def2-TZVPD basis", "elements": ["C", "C", "C", "C", "C", "Pb", "P", "H", "H", "H", "H", "H", "H", "H", "H", "N", "C", "C", "C", "C", "C", "N", "C", "H", "H", "H", "H"], "positions_angstrom": [[0.19831, -0.47506, -3.78880], [-0.90864, -1.28353, -4.03927], [-0.63023, -2.63392, -3.66135], [0.70564, -2.73747, -3.16355], [1.32319, -1.48781, -3.17941], [1.31254, 1.43856, -0.48166], [-0.71082, 3.25629, -0.19692], [0.35514, 0.58780, -3.96815], [-1.85180, -0.93512, -4.46142], [-1.33167, -3.46230, -3.74311], [2.33276, -1.19130, -2.89784], [1.17386, -3.65881, -2.81566], [-1.75554, 3.04576, 0.77934], [-1.48412, 3.40929, -1.40587], [-0.34792, 4.62719, 0.06605], [2.48242, -0.36407, 5.70336], [1.75012, -0.17632, 4.80583], [0.83848, 0.04150, 3.69419], [-0.54730, 0.05094, 3.90476], [-1.39860, 0.20307, 2.81671], [-0.85956, 0.31476, 1.54920], [0.48730, 0.36002, 1.35760], [1.34119, 0.23549, 2.42268], [-0.93264, -0.07133, 4.91711], [-2.48002, 0.23503, 2.93965], [-1.47262, 0.40252, 0.64957], [2.41052, 0.26882, 2.19695]], "mulliken_charge": [-0.561, -0.612, -0.392, -0.583, -0.613, 0.269, -0.222, 0.403, 0.356, 0.382, 0.419, 0.355, 0.130, 0.122, 0.095, -0.577, 0.074, 0.260, -0.357, -0.536, -0.748, -0.351, -0.120, 0.399, 0.362, 0.696, 0.349], "charge": -1, "e_lumo_ev": [2.30, 1.91]}

{"formula": "C11H12N3", "method": "the ωB97M-V functional and the def2-TZVPD basis", "elements": ["C", "N", "C", "C", "C", "C", "C", "C", "C", "C", "N", "C", "N", "C", "H", "H", "H", "H", "H", "H", "H", "H", "H", "H", "H", "H"], "positions_angstrom": [[2.34816, -1.56265, -0.75002], [1.43810, -0.71601, 0.03898], [0.15386, -1.12700, 0.11278], [-0.54552, -2.33569, 0.32076], [-1.96147, -2.37799, 0.14170], [-2.72994, -1.19651, 0.05163], [-2.08048, 0.07117, -0.01726], [-2.59579, 1.36324, -0.10101], [-1.79721, 2.45682, -0.10895], [-0.39200, 2.29192, -0.12754], [0.13997, 1.07709, -0.11916], [-0.67080, -0.00177, 0.00723], [1.40969, 0.66715, -0.18759], [2.53387, 1.49137, 0.66552], [2.18505, -1.62798, -1.86119], [3.45493, -1.26626, -0.61387], [2.17820, -2.52175, -0.27078], [0.15352, -3.19807, 0.53198], [-2.32112, -3.37938, 0.43578], [-3.80862, -1.13523, 0.03194], [-3.66427, 1.44642, -0.21199], [-2.12477, 3.40447, -0.17080], [0.29421, 3.10998, -0.44560], [3.51967, 0.83481, 0.77057], [2.71844, 2.40175, 0.16274], [2.16432, 1.83008, 1.71416]], "mulliken_charge": [-0.869, 0.139, -0.024, -0.549, -0.796, -0.710, 0.369, -0.506, -0.799, 0.199, 0.545, 1.227, -0.694, -0.789, 0.295, 0.265, 0.365, 0.305, 0.356, 0.409, 0.429, 0.511, 0.355, 0.247, 0.411, 0.310], "smiles": "CN1c2cccc3ccc[n+](c23)N1C", "e_above_lowest_kj_mol": 382.4, "charge": 1, "e_lumo_ev": -4.19}

{"formula": "C11H12N6O7", "method": "the ωB97M-V functional and the def2-TZVPD basis", "elements": ["C", "N", "C", "C", "O", "C", "C", "H", "H", "H", "H", "H", "H", "H", "H", "H", "H", "H", "O", "N", "C", "C", "N", "O", "C", "N", "O", "O", "C", "C", "N", "O", "O", "N", "C", "H"], "positions_angstrom": [[2.96349, -0.92633, -1.85629], [1.84248, -0.58990, -0.97078], [2.28081, 0.39125, 0.03715], [2.79518, -0.23803, 1.33009], [1.83957, -1.18952, 1.79824], [1.72717, -2.31240, 0.92307], [1.20527, -1.86927, -0.42615], [2.75233, -1.85643, -2.40054], [3.12910, -0.12354, -2.59100], [3.86623, -1.03185, -1.23290], [3.05360, 1.01362, -0.43126], [1.42336, 1.03189, 0.29123], [3.78339, -0.71974, 1.17016], [2.84236, 0.54287, 2.11084], [2.69297, -2.84213, 0.81509], [0.95672, -2.95709, 1.37846], [0.12315, -1.69850, -0.31389], [1.34744, -2.62075, -1.20970], [-0.57008, 4.88300, -5.06555], [-0.31138, 3.70602, -4.94034], [-0.18212, 2.78413, -3.90420], [0.20282, 1.55989, -4.46873], [0.30400, 1.65864, -5.83159], [0.01875, 2.96436, -6.09548], [0.32305, 0.38802, -3.60852], [0.30013, -0.94910, -4.15796], [0.46804, -1.13546, -5.38563], [0.11824, -1.89894, -3.36388], [0.13618, 0.50220, -2.20765], [-0.18201, 1.77900, -1.70177], [-0.84717, 2.07177, -0.49704], [-1.01258, 1.43226, 0.53579], [-1.38946, 3.35988, -0.62324], [-1.12010, 3.89435, -1.86956], [-0.38217, 2.92990, -2.50524], [-0.10637, -0.36293, -1.62100]], "mulliken_charge": [-1.269, 0.540, -0.481, -0.626, -0.406, -0.702, -0.515, 0.324, 0.327, 0.393, 0.450, 0.022, 0.309, 0.396, 0.337, 0.357, 0.314, 0.399, -0.669, 0.744, 0.135, 0.595, -0.510, -0.179, -0.693, 0.992, -0.586, -0.609, 0.939, -0.211, 0.840, -0.642, -0.174, -0.506, 0.140, 0.223], "e_above_lowest_kj_mol": 0.0, "charge": 0, "e_lumo_ev": -1.91}

{"formula": "C11H12Si", "method": "the ωB97M-V functional and the def2-TZVPD basis", "elements": ["C", "C", "C", "C", "C", "C", "C", "C", "C", "C", "C", "Si", "H", "H", "H", "H", "H", "H", "H", "H", "H", "H", "H", "H"], "positions_angstrom": [[-3.75240, 0.83853, 0.70065], [-3.25058, 0.02108, -0.32236], [-2.94845, 0.95023, 1.84298], [-1.95476, -0.34917, -0.33573], [-1.63008, 0.49954, 1.85168], [-1.16837, -0.21754, 0.78642], [1.80829, -1.77576, -1.68283], [2.45488, -0.45643, -1.78402], [1.24534, -2.15657, -0.49923], [2.41522, 0.27415, -0.66240], [2.97537, 1.55543, -0.37920], [1.48779, -0.68001, 0.57521], [-4.78574, 1.14590, 0.67634], [-3.89485, -0.42629, -1.05388], [-3.35900, 1.39165, 2.78211], [-1.57163, -0.98451, -1.14030], [-1.00788, 0.55151, 2.72700], [1.85658, -2.45882, -2.57509], [2.94499, -0.17801, -2.72553], [0.71793, -3.06990, -0.17224], [3.66350, 1.89890, -1.16932], [3.68772, 1.59343, 0.47015], [2.18664, 2.15993, 0.15838], [1.87951, -0.12725, 1.93122]], "mulliken_charge": [-0.554, -0.281, -0.229, -0.316, -0.395, -0.112, -0.178, -0.533, -0.572, 0.489, -1.223, 0.402, 0.351, 0.340, 0.278, 0.318, 0.335, 0.325, 0.363, 0.400, 0.345, 0.320, 0.310, -0.183], "e_above_lowest_kj_mol": 198.8, "charge": 0, "e_lumo_ev": -0.58}

{"formula": "C11H13BBrIN2NaO4", "method": "the ωB97M-V functional and the def2-TZVPD basis", "elements": ["C", "N", "C", "B", "O", "C", "O", "O", "C", "I", "C", "C", "O", "Br", "C", "C", "C", "C", "C", "N", "H", "H", "H", "H", "H", "H", "H", "H", "H", "H", "H", "H", "H", "Na"], "positions_angstrom": [[-3.28408, -0.25479, 0.81083], [-3.24136, 1.21707, 0.65958], [-3.72227, 1.67396, -0.66512], [-1.94594, 1.80681, 1.03421], [-1.86219, 2.68073, 2.13395], [-0.52086, 1.48822, 0.25684], [-0.58600, 1.30835, -0.93125], [0.68346, 1.51041, 1.01784], [1.26663, 0.23067, 1.23399], [2.73605, 0.56015, 2.84943], [0.29254, -0.88432, 1.78205], [-0.25576, -1.87766, 0.70847], [-0.51467, -1.63970, -0.42240], [-0.51895, -3.75406, 1.31610], [2.14403, -0.25727, 0.01873], [2.39782, 0.64447, -1.10217], [3.20030, 0.32256, -2.27886], [3.76329, -1.06159, -2.21146], [3.42410, -1.83777, -1.02755], [2.68861, -1.50310, 0.05146], [-2.65052, -0.57847, 1.68287], [-4.34604, -0.51782, 1.10469], [-3.07767, -0.83046, -0.13060], [-3.28260, 2.70277, -0.83950], [-3.28640, 1.01010, -1.47131], [-4.83466, 1.77610, -0.73806], [-2.33425, 2.20974, 2.85304], [0.89306, -1.50546, 2.50588], [-0.50834, -0.41215, 2.42223], [1.93942, 1.66305, -1.05399], [3.36935, 1.01443, -3.12977], [4.39907, -1.46330, -3.05875], [3.84368, -2.88220, -1.00983], [3.73116, -2.55947, -4.37156]], "mulliken_charge": [-0.775, -0.008, -0.929, 0.480, -0.501, 0.334, -0.435, -0.345, 0.065, 0.137, -0.703, 0.247, -0.340, -0.174, 0.388, -0.245, -0.793, -0.381, -0.448, -0.276, 0.253, 0.333, 0.199, 0.320, 0.265, 0.287, 0.323, 0.713, 0.353, 0.354, 0.406, 0.668, 0.285, 0.944], "charge": 1, "e_lumo_ev": -4.89}

Number 1: energy -328531.186 eV. Number 2: energy -13081.599 eV. Number 3: energy -16626.907 eV. Number 4: energy -29114.041 eV. Number 5: energy -16062.303 eV. Number 6: energy -34860.785 eV. Number 7: energy -19474.649 eV. Number 8: energy -106016.922 eV.